1.
Molecular formula: C6H6
Method: DFT, ωB97M-V/def2-TZVPD

Structure (XYZ):
```
12
Properties=species:S:1:pos:R:3
C 0.489 0.178 0.107
H 1.438 0.618 0.442
C -1.627 1.585 0.920
H 0.544 1.330 -1.704
C -0.638 0.965 0.630
C 0.372 -2.266 1.196
H 1.246 -0.300 -1.890
H -2.506 2.117 1.204
H 0.300 -3.211 1.690
H -0.524 -0.076 -1.806
C 0.431 -1.191 0.656
C 0.440 0.275 -1.429
```

* spin multiplicity: 1
* orbital gap: 11.0612 eV
* E_LUMO: 1.0 eV
* energy relative to the best compared isomer or geometry (same formula, charge and spin): 89.32 kcal/mol

=====

2.
Molecular formula: C26H23N6O5SiTi
Method: DFT, ωB97M-V/def2-TZVPD

Structure (XYZ):
```
62
Properties=species:S:1:pos:R:3
H -3.124 2.186 1.911
C 3.260 -4.423 -2.679
C 2.296 1.906 -3.451
C -3.301 1.759 -2.118
H -4.152 2.384 -2.395
C -2.969 -1.106 3.035
H -3.891 0.903 0.974
C -0.091 0.458 -0.299
H -1.829 1.661 5.493
H 3.698 -2.350 -2.304
O 3.835 1.073 1.363
C -3.861 -0.575 3.939
C 1.380 -5.250 -1.456
C 3.106 1.177 -0.930
N 0.073 0.781 3.840
H -2.926 4.773 -0.608
C 3.583 2.361 -1.431
N -0.961 -2.104 1.237
N 2.070 -2.976 -1.214
C 3.172 2.729 -2.723
C 1.229 -3.982 -0.915
O 0.578 -1.135 -2.366
C -1.000 1.273 -0.318
C 0.169 -3.646 0.024
H -4.154 0.840 5.530
H -3.258 -1.888 2.345
H -3.650 0.729 -2.023
H 1.966 0.600 3.006
H -0.447 -4.426 0.461
C 3.306 0.523 0.434
H 4.159 4.370 -2.744
C 1.852 0.756 -2.852
H 4.248 2.974 -0.836
H 0.699 -6.043 -1.182
C -2.152 0.891 4.802
C 0.943 0.236 2.979
O 0.418 -0.313 -4.458
H -4.885 -0.922 3.964
C -1.651 -0.646 2.996
O 3.579 3.850 -3.312
C 3.050 -3.190 -2.084
O 2.762 -0.672 0.427
Si -2.515 2.334 -0.511
C 0.847 -0.293 -3.340
N 2.272 0.420 -1.636
H 4.073 -4.556 -3.378
C -3.450 0.426 4.821
H -1.423 4.372 -1.441
H 0.369 1.506 4.473
C -1.248 0.355 3.888
C 2.412 -5.469 -2.356
H -1.464 4.440 0.323
H 1.977 2.189 -4.444
H -2.580 1.785 -2.937
Ti 1.254 -0.999 -0.603
C -0.658 -1.160 2.076
N 0.017 -2.417 0.352
C -2.031 4.149 -0.562
N 0.638 -0.687 2.127
H 2.548 -6.446 -2.800
H -4.546 2.542 0.923
C -3.623 1.960 0.965
```

* spin multiplicity: 1
* orbital gap: 7.0069 eV
* E_LUMO: -4.1 eV
* total charge: +1

=====

3.
Molecular formula: C22H33BBrCaClKMgN4O15P
Method: DFT, ωB97M-V/def2-TZVPD

Structure (XYZ):
```
81
Properties=species:S:1:pos:R:3
H 6.038 -0.952 3.436
O 1.212 -5.798 -2.339
C 4.214 -2.169 -2.641
N 4.512 -1.899 -0.474
C 4.099 -0.709 3.154
H -2.130 6.342 -0.819
H -0.307 1.780 2.763
H -6.738 7.614 -1.132
Cl 0.659 -3.672 6.000
C 1.427 -6.934 -2.683
N -6.325 8.133 -1.915
C 0.286 2.375 2.069
H 4.412 -2.001 0.538
H -6.537 10.008 -2.855
H -4.023 1.278 0.914
C -4.850 8.207 -1.646
O -4.224 7.411 -2.276
B 1.247 -9.076 -3.381
H 3.107 -1.355 4.961
H 0.962 -3.613 -1.029
H -3.954 3.010 1.253
O 0.531 -7.818 -3.025
H 1.775 -0.952 2.227
H 1.781 -3.167 2.128
C 2.338 -3.661 4.061
H -7.118 9.973 -1.115
C 3.802 -2.589 -1.385
O 0.975 -9.461 -4.765
H -2.230 4.820 -1.725
H 0.567 1.751 1.218
H -4.645 10.157 -0.812
N 3.020 -4.066 4.869
O -0.095 -12.192 -2.937
C 0.432 -10.691 -4.754
C 1.656 -1.324 3.251
O 2.708 -8.774 -3.189
H -3.997 2.424 -0.437
O -2.218 4.662 0.371
H 0.493 -3.128 3.361
H 4.893 -2.130 4.471
H -8.065 9.185 -2.440
H 0.597 -1.924 -0.932
C 0.335 -11.154 -3.318
C 5.383 -1.044 -1.102
H 6.039 -0.410 -0.530
O 3.846 -6.973 -2.537
O -0.438 3.288 -0.903
H -3.212 9.127 -0.705
H 3.824 -2.530 -3.587
H 5.767 -0.645 -3.216
C 2.826 -0.776 4.081
N -0.544 -0.180 4.103
H 4.386 0.273 2.764
C 0.379 -0.743 3.754
O 0.093 -11.295 -5.718
C -7.060 9.425 -2.100
Br -7.128 10.670 0.772
O 0.156 -2.991 0.813
H -4.602 8.822 0.361
H -0.668 -3.075 -1.116
C -4.296 9.141 -0.635
H -3.655 5.440 -0.876
Ca 5.022 -4.391 -3.613
O 4.361 -1.864 2.383
C 1.555 -2.862 3.156
H -6.370 7.516 -2.731
C 0.259 -2.906 -0.537
C 2.802 -7.558 -2.792
O -0.469 3.519 1.652
C 5.265 -1.705 3.550
C -2.570 5.347 -0.836
O 0.824 -10.183 -2.528
C -3.624 2.228 0.570
O -2.201 2.126 0.553
H 1.189 2.714 2.573
C 5.226 -1.183 -2.454
H 2.696 0.263 4.397
H 3.062 -3.318 -1.082
Mg -0.476 -4.508 3.370
K -6.891 9.767 3.299
P -1.268 3.393 0.293
```

* spin multiplicity: 1
* orbital gap: 4.3207 eV
* E_LUMO: -7.4 eV
* total charge: +2

=====

4.
Molecular formula: C17H21N4O5S3Ti
Method: DFT, ωB97M-V/def2-TZVPD

Structure (XYZ):
```
51
Properties=species:S:1:pos:R:3
S 3.543 -2.815 0.106
C -2.359 -1.289 -0.360
H 0.643 3.828 2.249
N 1.372 1.433 1.359
H -0.441 -0.694 -4.958
H -3.058 -2.229 -2.160
C -3.080 1.095 -1.504
O 3.240 -1.311 0.249
H 0.783 3.025 -0.207
H 2.372 1.343 4.312
H -2.703 -3.948 2.173
H 3.079 3.452 4.048
C 0.067 0.207 -3.104
H 1.479 2.732 -1.796
C -0.040 -2.174 -3.400
C 1.326 4.168 3.025
H 0.759 4.317 3.946
C 0.343 -2.330 -2.107
H 1.746 5.129 2.718
H 0.527 -3.317 -1.694
C 0.664 2.451 -1.122
C -2.105 -0.114 0.333
C -3.321 -0.091 -2.182
H -3.118 -2.211 2.191
H 3.038 3.073 2.320
H -3.940 -3.319 1.044
H -3.344 2.039 -1.964
N 0.568 -1.299 -1.250
O -0.549 -2.419 1.173
C 0.429 0.008 -1.734
C 2.429 3.139 3.228
C -2.467 1.086 -0.256
C -0.174 -0.846 -3.919
C 0.684 0.985 -0.815
O 4.583 -3.244 0.997
O 2.138 -3.289 0.614
Ti 1.264 -1.491 0.639
N 1.899 1.826 3.568
H -2.242 2.017 0.247
O 3.694 -3.178 -1.279
H -0.274 2.749 -1.601
H -0.173 -3.042 -4.031
H -1.568 -0.134 1.274
S 1.246 -0.694 3.001
N 0.986 0.479 0.431
C -2.943 -1.301 -1.615
H -0.004 1.224 -3.470
H -3.765 -0.076 -3.168
C 1.524 0.964 2.548
C -3.011 -3.097 1.569
S -1.743 -2.818 0.333
```

* spin multiplicity: 1
* orbital gap (alpha / beta): 5.0234 / 5.0312 eV
* E_LUMO (alpha / beta): 2.2 / 2.2 eV
* total charge: -1
* energy relative to the best compared isomer or geometry (same formula, charge and spin): 0.00 kcal/mol

=====

5.
Molecular formula: C42H54AsBN11O2S4W
Method: DFT, ωB97M-V/def2-TZVPD

Structure (XYZ):
```
116
Properties=species:S:1:pos:R:3
H -2.404 4.636 -3.923
C -0.374 -0.816 2.551
N -1.216 -0.760 -2.764
H 5.026 -5.714 7.633
As -4.680 -0.208 0.145
H 0.560 -1.706 -0.417
H 4.281 0.455 -2.911
H 3.095 0.145 -5.194
N -1.662 2.386 -1.663
H 3.733 1.444 1.948
H 5.027 2.070 -1.323
H -3.945 5.675 -2.600
H -2.308 6.300 -2.299
N -1.148 1.856 -2.833
C 3.175 -4.168 5.288
H 5.507 -0.339 0.695
N -2.089 1.376 1.922
H -0.415 -4.161 0.104
C -1.051 2.495 -5.298
C 1.304 -2.549 1.377
C 4.563 -5.514 6.675
H 0.023 2.367 -5.437
H 2.688 -4.894 2.228
C 2.138 0.395 -3.328
H 5.442 -7.244 5.756
C 3.807 0.734 -0.100
N 1.473 0.532 -1.214
C 3.747 -4.408 6.537
C 0.521 5.072 4.264
H -1.090 5.592 -0.307
H 0.335 -1.553 4.415
C -2.241 -3.869 -1.022
H -2.586 -5.315 -2.640
C 2.080 0.232 -4.811
H -1.580 -3.108 0.914
C 3.187 0.760 1.297
H 3.209 -0.227 1.752
H 1.138 3.591 1.271
W -1.788 0.483 0.101
N 1.065 0.448 -2.496
H 5.314 2.200 0.422
H -4.047 -3.250 0.046
C 2.811 0.565 -1.233
C -3.193 5.864 -1.832
H -1.426 4.045 0.462
C 2.118 -3.374 3.604
O -0.435 1.879 0.513
C -1.875 -5.127 -1.837
H 1.605 1.086 -5.296
H -1.557 1.624 -5.710
N -1.430 -1.417 -1.558
H -3.600 6.592 -1.130
C -0.628 4.371 4.611
C 3.455 -5.036 4.210
C -1.130 3.378 3.791
H 2.157 1.087 1.247
H 3.555 -3.741 7.365
H 1.956 -3.215 0.827
H -1.869 -4.838 0.855
H 0.898 5.853 4.911
S -3.666 0.446 -1.675
C 3.264 0.465 -2.558
H -2.033 2.838 4.040
C 0.672 3.804 2.222
S -3.165 -1.223 1.370
S -6.341 -1.478 -0.354
H -4.016 3.347 0.316
C -2.065 3.787 -3.358
C -2.862 4.581 -1.057
C -1.654 -1.525 -3.778
C 1.161 4.784 3.065
N -0.927 2.069 1.788
N -0.351 -0.800 1.188
C 4.547 2.061 -0.344
C -0.473 3.085 2.589
H 5.423 -0.376 -1.073
C -1.665 -1.171 -5.226
H -4.317 -3.611 -1.653
C -1.475 -3.989 0.292
C 1.289 -2.544 2.774
H 3.853 2.900 -0.298
H -1.373 3.372 -5.856
B -0.368 0.525 -3.067
H -1.899 -5.992 -1.171
C 4.804 -6.383 5.607
H -1.148 4.601 5.533
H -2.505 -3.532 -3.814
H -4.766 4.885 -0.075
H 1.532 -0.669 -5.090
C 4.259 -6.156 4.354
H -2.402 5.460 0.878
O -2.904 1.764 0.812
C -1.915 -2.640 -1.869
C 4.830 -0.413 -0.159
H -4.053 -4.925 -0.498
H -2.103 -1.999 -5.781
H 2.051 5.331 2.776
C -4.186 4.054 -0.484
H -0.874 -5.050 -2.264
C -1.886 4.942 0.067
C 0.520 -1.683 0.660
H -0.175 0.490 -4.234
H -0.659 -0.986 -5.601
H -2.272 -0.283 -5.401
C -3.756 -3.908 -0.767
N 2.341 -3.163 4.880
H 4.454 -6.831 3.530
N 2.786 -4.492 3.144
H 4.323 -1.377 -0.114
C -1.405 2.696 -3.860
C -2.206 3.571 -1.981
H -1.076 -0.139 3.018
C -2.098 -2.712 -3.252
C 0.402 -1.618 3.339
H -4.783 3.561 -1.251
S -5.910 1.212 1.164
```

* spin multiplicity: 3
* orbital gap (alpha / beta): 5.5077 / 5.6025 eV
* <S²>: 2.016
* E_LUMO (alpha / beta): 1.1 / 1.0 eV
* total charge: -1

=====

6.
Molecular formula: C48H52FeN5OP2S
Method: DFT, ωB97M-V/def2-TZVPD

Structure (XYZ):
```
110
Properties=species:S:1:pos:R:3
P 1.944 0.361 -0.871
H -3.355 0.253 1.852
H 1.896 5.356 1.971
C -0.807 3.683 -1.181
N -0.098 -2.206 1.061
H -5.777 0.300 1.336
H -0.271 -3.871 3.959
C -5.534 -0.870 -0.461
H 5.103 -3.366 3.498
C 3.965 -1.662 2.859
H 1.980 5.019 -3.825
C 4.376 1.180 0.056
H -2.347 4.927 -2.004
H -2.314 -0.029 -3.542
H -2.203 2.123 -5.113
H -0.011 -5.368 -0.059
C 3.447 1.043 -3.179
H -4.921 -2.083 -2.132
C -2.258 -2.364 -1.600
H 4.332 3.236 0.730
H -2.233 -3.339 -1.109
S 6.067 4.795 -1.092
H -1.044 1.673 3.001
C 3.891 -0.271 2.791
C 2.013 4.567 3.959
C 4.928 0.490 3.338
C 2.315 2.188 4.119
H -1.712 0.542 -2.020
C -5.092 -0.219 0.680
H 4.724 0.645 -0.826
H -6.581 -0.859 -0.732
C 0.314 2.120 -2.903
H 6.930 -2.002 4.446
H 3.065 -2.070 -1.880
N -2.842 -0.871 0.207
H 2.099 3.157 0.884
H 3.189 2.078 -3.000
C -3.279 -1.532 -0.869
C -1.708 2.320 -4.171
C 4.640 -0.594 -4.475
H 4.630 1.511 -4.898
C 4.268 0.725 -4.248
H -2.255 2.022 1.753
N -0.886 -1.798 -1.572
C 6.016 -0.132 3.928
C 1.202 5.016 -1.825
C -2.149 3.429 -3.459
H 5.343 5.869 -3.072
C -4.611 -1.545 -1.245
H -0.146 0.905 -4.605
P 2.403 0.404 1.995
H -0.183 -5.810 2.389
H 1.084 -2.433 -1.399
C 2.317 2.076 2.728
H 1.903 5.802 -1.568
H 4.502 -2.621 -3.787
H 2.451 1.306 4.735
C -1.180 2.000 1.964
H -1.350 3.498 -0.251
C -0.205 -3.723 2.891
Fe -0.655 -0.342 0.069
C 5.885 3.030 -0.743
H 5.856 4.214 -3.426
H -2.944 3.968 -3.965
C -0.575 -1.118 -2.848
H 4.880 1.572 3.309
C 6.081 -1.520 3.980
C 3.372 -1.280 -2.555
C 5.303 4.838 -2.725
C 2.979 0.040 -2.328
C 2.130 3.224 1.965
H -0.207 -1.564 3.007
C 5.057 -2.287 3.446
C 4.199 -1.595 -3.624
N 2.980 0.758 0.347
C 4.512 2.677 -0.187
C -0.177 -2.440 2.370
H 0.219 5.229 0.019
C 2.161 3.423 4.730
H 3.743 2.996 -0.902
H -2.574 -2.539 -2.631
C 0.244 4.729 -0.940
H 6.080 2.481 -1.668
C -1.387 0.172 -3.002
H 5.285 -0.838 -5.309
H 1.912 5.534 4.434
H 6.814 0.464 4.351
H -0.009 -3.726 -1.901
C 1.411 4.405 -3.136
H 4.257 4.526 -2.691
C -1.802 4.025 -2.256
H -0.772 -1.799 -3.684
C -0.152 -4.795 2.016
C -0.667 1.316 -3.735
C 1.012 1.813 -1.603
H 0.493 -0.899 -2.867
H 1.228 2.996 -4.658
H 5.003 0.852 0.881
H 3.155 -2.260 2.453
C -3.741 -0.240 0.970
N -0.122 2.420 -1.549
C 0.092 -2.857 -1.244
C -0.063 -4.553 0.651
C 1.999 4.464 2.575
H 6.671 2.759 -0.036
H -0.812 3.030 1.910
H 2.170 3.494 5.810
O -0.477 1.174 1.078
C -0.033 -3.242 0.213
C 0.997 3.222 -3.622
```

* spin multiplicity: 6
* orbital gap (alpha / beta): 6.0484 / 6.0756 eV
* <S²>: 8.798
* E_LUMO (alpha / beta): -6.2 / -6.2 eV
* total charge: +2
* energy relative to the best compared isomer or geometry (same formula, charge and spin): 75.93 kcal/mol